Entry 1:
{
  "formula": "C46H53N14O3Se2TeY",
  "method": "the ωB97M-V functional and the def2-TZVPD basis",
  "elements": ["Y", "N", "N", "C", "N", "N", "N", "O", "O", "H", "H", "H", "H", "H", "Se", "Se", "C", "C", "C", "C", "C", "N", "C", "C", "C", "C", "C", "N", "H", "H", "H", "H", "H", "H", "H", "H", "N", "C", "N", "C", "C", "C", "C", "C", "H", "H", "H", "H", "H", "H", "H", "H", "H", "H", "N", "C", "C", "C", "C", "C", "C", "C", "H", "H", "H", "H", "H", "C", "C", "O", "N", "Te", "C", "C", "C", "C", "C", "C", "C", "C", "C", "C", "C", "C", "C", "C", "C", "C", "C", "C", "H", "H", "H", "H", "H", "H", "H", "H", "H", "H", "H", "H", "H", "H", "H", "H", "H", "H", "H", "H", "H", "H", "H", "H", "H", "N", "C", "N", "C", "N"],
  "xyz": [[-0.92, 1.64, -0.96], [-1.91, 3.19, 1.16], [-1.94, 4.59, 0.89], [-1.23, 4.93, -0.25], [-0.91, 6.21, -0.45], [-1.02, 3.95, -1.08], [-0.42, 4.17, -2.31], [0.50, 5.02, -2.48], [-0.59, 3.06, -3.02], [-2.80, 2.93, 1.57], [-1.16, 3.02, 1.82], [-1.65, 5.13, 1.70], [-1.07, 6.90, 0.26], [-0.29, 6.38, -1.24], [0.24, 0.72, -3.69], [0.95, -1.46, -4.17], [-0.47, -2.47, -3.34], [-0.47, -3.84, -3.63], [-1.45, -4.62, -3.04], [-2.38, -4.01, -2.20], [-2.29, -2.64, -2.00], [-1.35, -1.88, -2.57], [1.79, 1.41, -2.78], [3.04, 1.42, -3.37], [4.07, 2.06, -2.68], [3.80, 2.66, -1.47], [2.51, 2.58, -0.96], [1.52, 1.95, -1.60], [0.26, -4.27, -4.30], [-1.49, -5.68, -3.24], [-3.15, -4.58, -1.71], [-2.99, -2.15, -1.35], [3.21, 0.97, -4.33], [5.06, 2.09, -3.10], [4.57, 3.15, -0.89], [2.26, 2.99, 0.01], [-2.87, 1.51, -2.35], [-3.30, 1.53, -3.42], [-3.77, 1.56, -4.63], [-4.65, 0.49, -5.10], [-3.83, -0.68, -5.68], [-2.45, -0.19, -6.14], [-2.55, 1.21, -6.74], [-2.93, 2.23, -5.66], [-5.31, 0.93, -5.85], [-5.28, 0.17, -4.27], [-4.38, -1.10, -6.53], [-3.72, -1.47, -4.94], [-2.02, -0.89, -6.85], [-1.77, -0.16, -5.28], [-3.30, 1.21, -7.55], [-1.61, 1.52, -7.20], [-3.49, 3.08, -6.07], [-2.05, 2.62, -5.15], [0.53, 4.59, 2.54], [1.68, 4.63, 2.44], [3.10, 4.68, 2.26], [3.61, 5.30, 1.12], [4.98, 5.34, 0.93], [5.83, 4.77, 1.87], [5.31, 4.16, 3.01], [3.95, 4.12, 3.21], [2.94, 5.74, 0.39], [5.39, 5.82, 0.06], [6.90, 4.80, 1.72], [5.98, 3.73, 3.74], [3.53, 3.65, 4.10], [-4.34, 0.06, -0.10], [-3.09, -0.53, 0.52], [-3.25, -1.56, 1.23], [-1.89, 0.02, 0.37], [-1.05, -0.89, 2.25], [0.26, -1.43, 4.01], [-0.49, -1.60, 5.18], [-1.91, -1.09, 5.38], [0.05, -2.28, 6.28], [1.33, -2.80, 6.26], [1.90, -3.54, 7.44], [2.10, -2.57, 5.12], [1.59, -1.90, 4.03], [2.55, -1.58, 2.92], [-0.34, -2.63, 1.26], [-0.85, -3.81, 1.80], [-1.80, -3.87, 2.96], [-0.45, -5.02, 1.23], [0.45, -5.06, 0.17], [0.89, -6.37, -0.42], [0.93, -3.86, -0.33], [0.55, -2.63, 0.19], [1.11, -1.40, -0.46], [-5.19, -0.21, 0.53], [-4.50, -0.38, -1.09], [-4.28, 1.14, -0.23], [-2.19, -0.27, 4.72], [-2.02, -0.74, 6.40], [-2.64, -1.89, 5.23], [-0.56, -2.41, 7.17], [1.13, -3.76, 8.18], [2.68, -2.96, 7.93], [2.35, -4.49, 7.13], [3.13, -2.92, 5.10], [3.46, -2.17, 3.03], [3.02, 0.22, 3.90], [2.14, -1.80, 1.93], [-2.39, -2.96, 3.09], [-1.26, -4.06, 3.89], [-2.52, -4.68, 2.81], [-0.85, -5.94, 1.63], [0.10, -7.13, -0.33], [1.77, -6.75, 0.09], [1.14, -6.26, -1.48], [1.62, -3.88, -1.17], [1.83, -1.67, -1.23], [1.62, -0.73, 0.23], [0.30, -0.87, -0.95], [0.61, 1.66, 1.16], [0.34, 0.69, 1.71], [2.84, -0.14, 2.97], [3.59, 0.41, 2.01], [4.19, 0.92, 1.16]],
  "charge": 1,
  "homo_ev": [-8.4, -10.0],
  "largest_force_ev_per_a": 0.89,
  "homo_lumo_gap_ev": [6.483, 7.982],
  "s2": 0.756,
  "de_lowest_kj_mol": 190.8,
  "multiplicity": 2
}

---

Entry 2:
{
  "formula": "C46H54As2IrN3O3PS3",
  "method": "the ωB97M-V functional and the def2-TZVPD basis",
  "elements": ["Ir", "N", "C", "C", "C", "C", "O", "H", "H", "H", "H", "H", "H", "C", "As", "C", "C", "S", "H", "H", "H", "H", "H", "H", "H", "H", "H", "C", "N", "N", "C", "O", "C", "C", "C", "C", "C", "C", "C", "C", "C", "H", "H", "H", "H", "H", "H", "H", "H", "H", "H", "H", "H", "C", "O", "C", "S", "S", "H", "H", "H", "C", "C", "As", "C", "C", "C", "C", "C", "C", "C", "C", "C", "C", "C", "C", "P", "C", "C", "C", "C", "C", "C", "C", "C", "C", "C", "C", "C", "H", "H", "H", "H", "H", "H", "H", "H", "H", "H", "H", "H", "H", "H", "H", "H", "H", "H", "H", "H", "H", "H", "H", "H"],
  "xyz": [[-0.16, 1.15, 0.70], [1.87, 1.59, 3.17], [1.12, 1.42, 2.30], [-3.21, 1.87, -1.54], [-1.98, 1.92, -2.41], [-2.16, 2.28, -3.86], [-0.88, 1.71, -1.95], [-4.09, 1.56, -2.09], [-3.38, 2.89, -1.17], [-3.02, 1.23, -0.68], [-2.71, 3.22, -3.95], [-2.76, 1.51, -4.35], [-1.19, 2.36, -4.35], [3.72, -0.53, 1.54], [3.83, 0.92, 0.27], [5.20, 0.37, -0.97], [4.56, 2.38, 1.27], [2.11, 1.50, -0.81], [4.70, -0.99, 1.60], [2.99, -1.27, 1.22], [3.42, -0.12, 2.51], [6.13, 0.17, -0.43], [5.35, 1.17, -1.69], [4.87, -0.52, -1.49], [5.49, 2.08, 1.75], [3.83, 2.65, 2.03], [4.73, 3.22, 0.60], [1.23, 7.41, 0.66], [0.69, 6.21, 0.05], [0.03, 5.25, 0.78], [-0.19, 4.16, -0.01], [-0.86, 3.17, 0.44], [0.40, 4.45, -1.26], [0.93, 5.71, -1.18], [1.69, 6.49, -2.19], [-0.48, 5.49, 2.09], [-1.45, 6.47, 2.28], [-1.95, 6.68, 3.56], [-1.51, 5.89, 4.61], [-0.56, 4.91, 4.41], [-0.03, 4.71, 3.14], [1.32, 7.26, 1.73], [0.60, 8.28, 0.48], [2.23, 7.60, 0.26], [0.43, 3.78, -2.10], [1.66, 5.97, -3.14], [2.74, 6.59, -1.89], [1.28, 7.49, -2.32], [-1.80, 7.05, 1.44], [-2.70, 7.45, 3.72], [-1.92, 6.05, 5.60], [-0.22, 4.29, 5.23], [0.72, 3.94, 2.96], [-5.61, 1.78, 1.15], [-4.37, 1.17, 1.56], [-3.46, 1.95, 2.08], [-3.47, 3.58, 2.27], [-1.96, 1.34, 2.57], [-6.21, 0.97, 0.76], [-5.43, 2.54, 0.39], [-6.10, 2.23, 2.02], [0.42, -2.14, 0.69], [0.20, -3.64, 0.46], [1.01, -4.27, -1.24], [0.27, -6.07, -1.23], [0.10, -6.69, -2.47], [-0.43, -7.97, -2.55], [-0.81, -8.64, -1.40], [-0.64, -8.03, -0.16], [-0.10, -6.76, -0.08], [2.80, -4.58, -0.50], [3.23, -5.77, 0.06], [4.52, -5.88, 0.57], [5.39, -4.81, 0.52], [4.97, -3.62, -0.06], [3.69, -3.51, -0.58], [-0.88, -1.04, 0.01], [-0.92, -1.56, -1.73], [-1.72, -2.60, -2.20], [-1.58, -3.07, -3.51], [-0.62, -2.51, -4.34], [0.21, -1.50, -3.87], [0.06, -1.03, -2.57], [-2.43, -1.61, 0.76], [-3.64, -1.63, 0.06], [-4.81, -2.03, 0.68], [-4.80, -2.39, 2.02], [-3.61, -2.35, 2.74], [-2.44, -1.96, 2.11], [1.34, -1.79, 0.23], [0.51, -1.90, 1.75], [-0.86, -3.90, 0.45], [0.66, -4.20, 1.28], [0.38, -6.17, -3.38], [-0.56, -8.44, -3.52], [-1.22, -9.64, -1.46], [-0.93, -8.55, 0.74], [0.02, -6.30, 0.90], [2.56, -6.63, 0.11], [4.84, -6.82, 1.01], [6.39, -4.90, 0.91], [5.66, -2.78, -0.14], [3.38, -2.59, -1.07], [-2.43, -3.09, -1.56], [-2.20, -3.87, -3.85], [-0.50, -2.88, -5.35], [0.97, -1.08, -4.50], [0.71, -0.25, -2.21], [-3.67, -1.33, -0.98], [-5.73, -2.06, 0.12], [-5.72, -2.71, 2.51], [-3.60, -2.62, 3.78], [-1.52, -1.94, 2.69]],
  "charge": 1,
  "homo_ev": [-8.7, -10.3],
  "largest_force_ev_per_a": 0.65,
  "homo_lumo_gap_ev": [7.130, 6.205],
  "s2": 6.024,
  "multiplicity": 5
}

---

Entry 3:
{
  "formula": "C46H55N3OP2S2SrTe",
  "method": "the ωB97M-V functional and the def2-TZVPD basis",
  "elements": ["Sr", "C", "C", "N", "N", "C", "S", "S", "C", "C", "C", "C", "C", "C", "C", "C", "C", "C", "C", "C", "C", "O", "H", "H", "H", "H", "H", "H", "H", "H", "H", "H", "H", "H", "H", "H", "C", "C", "C", "P", "C", "C", "C", "C", "C", "C", "C", "C", "C", "N", "C", "C", "C", "C", "C", "C", "P", "C", "C", "C", "C", "C", "C", "H", "H", "H", "H", "H", "H", "H", "H", "H", "H", "H", "H", "H", "H", "H", "H", "H", "H", "H", "H", "H", "H", "H", "H", "H", "H", "H", "H", "H", "H", "H", "H", "H", "H", "H", "H", "Te", "C", "C", "C", "C", "C", "C", "H", "H", "H", "H", "H"],
  "xyz": [[0.76, 0.77, 0.90], [-0.05, -1.91, 2.81], [0.93, -2.13, 1.70], [2.07, -1.55, 1.75], [2.94, -1.97, 0.75], [3.62, -1.10, 0.10], [3.69, 0.62, 0.18], [4.69, -1.79, -1.16], [3.99, -3.45, -1.43], [4.75, -4.57, -0.78], [4.94, -4.60, 0.60], [5.62, -5.65, 1.19], [6.13, -6.69, 0.42], [5.95, -6.67, -0.95], [5.27, -5.61, -1.54], [0.50, -2.90, 0.50], [0.40, -4.28, 0.47], [0.04, -4.95, -0.70], [-0.24, -4.19, -1.83], [-0.17, -2.81, -1.82], [0.25, -2.11, -0.66], [0.41, -0.83, -0.62], [-0.41, -2.88, 3.18], [-0.95, -1.38, 2.45], [0.40, -1.35, 3.62], [3.94, -3.60, -2.51], [2.98, -3.41, -1.03], [4.54, -3.78, 1.19], [5.75, -5.66, 2.27], [6.66, -7.51, 0.89], [6.34, -7.47, -1.56], [5.12, -5.60, -2.62], [0.63, -4.85, 1.37], [-0.02, -6.03, -0.72], [-0.54, -4.69, -2.75], [-0.39, -2.23, -2.71], [1.60, 4.67, -1.12], [1.13, 3.73, -2.23], [2.35, 3.05, -2.86], [-0.04, 2.49, -1.49], [-0.78, 1.53, -2.90], [-1.51, 2.35, -3.95], [0.21, 0.56, -3.55], [-1.46, 3.51, -0.96], [-1.75, 4.74, -1.54], [-2.84, 5.51, -1.16], [-3.66, 5.01, -0.16], [-3.41, 3.79, 0.44], [-2.29, 2.99, 0.08], [-2.05, 1.75, 0.59], [-2.74, 1.32, 1.71], [-2.91, 2.10, 2.86], [-3.50, 1.60, 4.01], [-3.94, 0.28, 4.04], [-3.79, -0.51, 2.91], [-3.21, -0.02, 1.74], [-2.81, -1.06, 0.28], [-4.18, -0.66, -0.94], [-4.32, 0.83, -1.23], [-3.93, -1.43, -2.24], [-3.32, -2.77, 0.87], [-2.58, -3.85, 0.07], [-4.81, -3.10, 0.95], [2.24, 5.45, -1.54], [0.78, 5.14, -0.58], [2.19, 4.12, -0.37], [0.63, 4.32, -3.01], [2.76, 2.27, -2.20], [2.12, 2.59, -3.82], [3.14, 3.79, -3.03], [-1.51, 0.92, -2.35], [-0.80, 2.95, -4.53], [-2.02, 1.69, -4.66], [-2.25, 3.02, -3.52], [0.83, 1.07, -4.29], [0.84, 0.07, -2.81], [-0.35, -0.22, -4.09], [-1.10, 5.11, -2.33], [-3.03, 6.47, -1.63], [-4.54, 5.57, 0.16], [-4.08, 3.44, 1.20], [-2.54, 3.12, 2.85], [-3.58, 2.23, 4.88], [-4.38, -0.13, 4.94], [-4.12, -1.53, 2.97], [-5.12, -1.00, -0.50], [-3.41, 1.24, -1.68], [-5.15, 0.98, -1.92], [-4.52, 1.40, -0.33], [-2.90, -1.28, -2.59], [-4.08, -2.50, -2.13], [-4.61, -1.07, -3.02], [-2.89, -2.80, 1.88], [-2.97, -3.94, -0.95], [-1.52, -3.65, 0.00], [-2.71, -4.83, 0.55], [-5.20, -3.33, -0.04], [-4.97, -3.98, 1.58], [-5.41, -2.28, 1.36], [0.54, 3.37, 2.78], [2.48, 4.15, 3.14], [2.65, 5.29, 3.93], [3.91, 5.83, 4.16], [5.04, 5.24, 3.61], [4.89, 4.10, 2.83], [3.63, 3.57, 2.60], [1.78, 5.76, 4.37], [4.01, 6.72, 4.77], [6.02, 5.66, 3.78], [5.75, 3.62, 2.39], [3.54, 2.67, 2.00]],
  "charge": -2,
  "homo_ev": -1.7,
  "largest_force_ev_per_a": 1.54,
  "homo_lumo_gap_ev": 5.808,
  "de_lowest_kj_mol": 44.6
}

---

Entry 4:
{
  "formula": "C46H56BF2LuN5O5P3S2Te",
  "method": "the ωB97M-V functional and the def2-TZVPD basis",
  "elements": ["Lu", "C", "N", "C", "C", "N", "B", "N", "C", "C", "N", "C", "C", "S", "C", "S", "H", "H", "H", "H", "H", "H", "H", "H", "H", "H", "H", "H", "Te", "C", "C", "C", "N", "C", "C", "C", "P", "C", "C", "C", "C", "C", "C", "C", "C", "C", "C", "C", "C", "P", "C", "C", "C", "C", "C", "C", "C", "C", "C", "C", "C", "C", "H", "H", "H", "H", "H", "H", "H", "H", "H", "H", "H", "H", "H", "H", "H", "H", "H", "H", "H", "H", "H", "H", "H", "H", "O", "H", "H", "F", "F", "C", "C", "C", "C", "O", "P", "O", "O", "O", "C", "C", "C", "C", "H", "H", "H", "H", "H", "H", "H", "H", "H", "H", "H", "H", "H", "H", "H", "H", "H", "H"],
  "xyz": [[0.43, 0.17, 0.05], [-4.14, -1.99, 0.15], [-3.06, -2.93, 0.25], [-2.59, -3.48, 1.42], [-1.46, -4.15, 1.12], [-1.22, -4.03, -0.23], [-0.08, -4.79, -0.94], [1.14, -3.89, -1.39], [1.67, -3.98, -2.65], [2.72, -3.14, -2.75], [2.86, -2.53, -1.53], [3.76, -1.46, -1.19], [1.85, -2.96, -0.71], [1.70, -2.37, 0.89], [-2.19, -3.26, -0.76], [-2.47, -2.86, -2.39], [-4.96, -2.31, 0.81], [-4.49, -1.97, -0.88], [-3.81, -0.99, 0.44], [-3.08, -3.31, 2.36], [-0.78, -4.68, 1.75], [-0.51, -5.31, -1.94], [0.35, -5.59, -0.15], [1.25, -4.64, -3.38], [3.38, -2.91, -3.57], [4.45, -1.30, -2.02], [4.31, -1.71, -0.29], [3.22, -0.53, -1.02], [-0.23, 2.66, 4.72], [0.02, 4.77, 5.02], [1.29, 5.32, 5.18], [1.41, 6.69, 5.38], [0.38, 7.53, 5.46], [-0.83, 6.99, 5.32], [-1.06, 5.64, 5.11], [0.03, 2.76, 2.56], [-1.45, 2.16, 1.65], [-1.56, 3.32, 0.22], [-0.46, 3.98, -0.31], [-0.57, 4.67, -1.51], [-1.78, 4.75, -2.17], [-2.90, 4.13, -1.62], [-2.78, 3.41, -0.45], [-2.83, 2.95, 2.60], [-3.09, 4.32, 2.55], [-4.16, 4.86, 3.24], [-4.98, 4.04, 4.01], [-4.72, 2.68, 4.08], [-3.66, 2.15, 3.37], [1.39, 1.62, 2.18], [2.75, 2.62, 2.93], [3.49, 2.28, 4.06], [4.45, 3.16, 4.56], [4.65, 4.39, 3.96], [3.90, 4.75, 2.86], [2.96, 3.86, 2.34], [1.46, 0.11, 3.26], [0.37, -0.40, 3.94], [0.49, -1.52, 4.74], [1.71, -2.17, 4.84], [2.80, -1.72, 4.11], [2.67, -0.59, 3.31], [2.17, 4.70, 5.13], [2.39, 7.14, 5.49], [-1.66, 7.69, 5.39], [-2.07, 5.26, 5.00], [0.49, 3.92, 0.19], [0.32, 5.11, -1.95], [-1.86, 5.27, -3.12], [-3.86, 4.20, -2.13], [-3.64, 2.88, -0.05], [-2.45, 4.96, 1.96], [-4.36, 5.92, 3.19], [-5.81, 4.47, 4.56], [-5.36, 2.04, 4.68], [-3.46, 1.08, 3.41], [3.32, 1.35, 4.57], [5.03, 2.88, 5.43], [5.39, 5.08, 4.36], [4.03, 5.72, 2.41], [2.38, 4.13, 1.47], [-0.61, 0.06, 3.82], [-0.37, -1.90, 5.28], [1.81, -3.05, 5.47], [3.74, -2.25, 4.14], [3.51, -0.25, 2.72], [-1.48, 0.75, -1.38], [-1.73, -0.14, -1.76], [-0.83, 1.08, -2.01], [-0.82, -0.62, 1.27], [0.61, -0.79, -1.63], [1.42, 2.55, -5.50], [2.23, 1.86, -4.40], [3.69, 1.73, -4.82], [1.66, 0.47, -4.12], [2.10, 2.72, -3.25], [2.56, 2.33, -1.73], [3.80, 1.53, -1.71], [1.37, 1.83, -0.97], [2.77, 3.84, -1.17], [3.67, 4.83, -1.67], [4.96, 4.24, -2.24], [2.97, 5.68, -2.74], [4.02, 5.73, -0.48], [1.42, 1.94, -6.40], [1.84, 3.53, -5.72], [0.39, 2.68, -5.16], [3.79, 1.03, -5.64], [4.27, 1.38, -3.96], [4.09, 2.70, -5.13], [1.82, -0.18, -4.98], [0.59, 0.52, -3.92], [2.14, 0.04, -3.25], [4.74, 3.69, -3.15], [5.39, 3.54, -1.53], [5.67, 5.04, -2.45], [2.58, 5.02, -3.51], [3.67, 6.39, -3.17], [2.14, 6.22, -2.29], [4.58, 5.15, 0.26], [3.11, 6.10, -0.01], [4.62, 6.58, -0.81]],
  "charge": -2,
  "homo_ev": -2.2,
  "largest_force_ev_per_a": 2.40,
  "homo_lumo_gap_ev": 6.015
}